# C9H8O3S

An isolated molecule of C9H8O3S (ωB97M-V/def2-TZVPD, OMol25).

Structure (ORCA input):
```
! wB97M-V def2-TZVPD RIJCOSX def2/J DEFGRID3
* xyz 0 1
S -2.63450 0.45685 0.17294
O -3.29153 1.13120 -0.86422
O -2.96810 -1.21230 0.03030
O -3.02008 0.88280 1.47282
C 2.63088 0.44771 0.54320
C 0.33949 0.35970 0.00587
C 1.65918 2.33077 -0.54813
C -0.97497 -0.25821 0.03262
C 2.72508 1.78127 0.04593
C -1.64288 -1.49307 -0.14167
C 1.42245 -0.26092 0.59652
C 0.41118 1.68200 -0.48702
C -1.27050 -2.90853 -0.30802
H -2.05323 -3.56746 -0.65181
H 1.28882 -1.20411 1.06949
H 3.72110 2.19669 -0.11146
H 3.56487 0.23881 1.17501
H -0.78246 -3.13738 0.76755
H -0.35485 -2.89485 -1.04424
H -0.53757 2.01892 -1.05392
H 1.76763 3.41010 -0.70176
*
```

Computed properties:
* frontier orbital gap: 8.94 eV
* molecular weight: 196.227 g mol⁻¹
* largest force on an atom: 4.26 eV Å⁻¹
* relative energy (zero: lowest compared OMol25 entry of this formula, charge and spin): 49.4 kcal per mole

Atom charges from the natural (NBO) analysis, given in e for atoms 1 to 2: 2.323, -0.887

=====

# C9H9BrN2O3

An isolated molecule of C9H9BrN2O3 (ωB97M-V/def2-TZVPD, OMol25).

Structure (ORCA input):
```
! wB97M-V def2-TZVPD RIJCOSX def2/J DEFGRID3
* xyz 0 1
Br -3.97540 -3.28444 -3.84637
O -1.97129 -1.29240 -3.50315
O -2.96143 -0.79568 -0.30567
O 0.16364 -0.95704 -2.06315
N -3.54852 -2.48102 -2.31101
N -2.55370 -1.54184 -2.44102
C 1.48683 -0.28746 1.97000
C -2.13269 -0.99001 -1.15307
C 1.22522 2.16291 2.16988
C 1.54772 1.14106 -0.05761
C -0.69082 -0.78409 -1.03161
C 1.47763 0.79524 2.72690
C 1.53646 2.21754 0.70685
C -0.22794 -0.46469 0.20078
C 1.21533 -0.22877 0.49473
H 1.66742 0.73814 3.78987
H 0.17220 2.42857 2.32493
H 1.80593 -0.97688 -0.04615
H 1.77893 3.18730 0.29678
H 1.76973 1.18121 -1.11163
H 1.81831 2.90480 2.71083
H -0.33212 -1.07515 -2.89931
H -0.94833 -0.33122 0.99257
H 1.67691 -1.26610 2.38562
*
```

Computed properties:
* SMILES: O=C(/C(O)=C/C1C=CCC=C1)/[N+]([O-])=N/Br
* frontier orbital gap: 7.63 eV
* molecular weight: 273.086 g mol⁻¹
* largest force on an atom: 5.90 eV Å⁻¹
* relative energy (zero: lowest compared OMol25 entry of this formula, charge and spin): 152.7 kcal per mole

Atom charges from the natural (NBO) analysis, given in e for atoms 1 to 2: 0.287, -0.445

=====

# C9H9BrOS

A cluster of 2 separate species, C9H9BrOS in total (ωB97M-V/def2-TZVPD, OMol25).

Structure (ORCA input):
```
! wB97M-V def2-TZVPD RIJCOSX def2/J DEFGRID3
* xyz 0 1
Br -2.41226 1.09924 0.85453
S -1.89723 0.52252 -2.11101
O -0.10799 -2.25372 1.82779
C 1.73087 -0.50639 -1.91764
C 1.70401 0.91165 -1.67200
C 1.31923 -1.33467 -0.92094
C -2.28654 -0.14203 -0.70953
C 0.55927 -1.49162 1.23425
C 1.16810 -0.71029 0.40438
C 1.40440 1.49131 -0.49509
C -2.77179 -1.45702 -0.49730
C 1.34668 0.75862 0.77188
H -2.31703 -2.18360 -1.11554
H 1.86098 -1.02462 -2.89404
H 0.97386 -2.30603 -0.98806
H 0.41106 1.08507 1.44657
H -3.85842 -1.58781 -0.51477
H -2.50858 -2.03540 0.41199
H 1.30654 2.60342 -0.55291
H 1.78273 1.55288 -2.61185
H 2.33390 0.88156 1.22711
*
```

Computed properties:
* SMILES: O=C=C1C=CC=CC1.CC(=S)Br
* frontier orbital gap: 7.00 eV
* molecular weight: 245.141 g mol⁻¹
* largest force on an atom: 4.09 eV Å⁻¹
* relative energy (zero: lowest compared OMol25 entry of this formula, charge and spin): 43.2 kcal per mole

Atom charges from the natural (NBO) analysis, given in e for atoms 1 to 2: -0.008, 0.171

=====

# C9H9Cl2NORuS

A structure of composition C9H9Cl2NORuS (ωB97M-V/def2-TZVPD, OMol25).

Structure (ORCA input):
```
! wB97M-V def2-TZVPD RIJCOSX def2/J DEFGRID3
* xyz 2 1
Ru -0.00351 0.29902 0.26630
Cl 1.06984 2.38318 0.17312
Cl -4.13899 3.40053 -0.80485
S -1.76479 1.37421 -0.64821
O 0.01239 -1.45505 1.28008
N 0.94834 -3.48967 1.41138
C 0.82517 -2.33918 0.82094
C -2.59626 3.93322 -0.32896
C 1.60668 -1.95867 -0.39827
C -0.04450 4.80909 0.47045
C 0.78292 -0.93235 -1.18223
C -1.12770 5.69101 0.39206
C -2.38611 5.25947 -0.01320
C -0.25886 3.50601 0.13433
C -1.51591 3.00980 -0.25223
H 1.34958 -0.39384 -1.93368
H 0.41185 -3.68955 2.24755
H 1.85709 -2.81727 -1.02538
H -0.97423 6.73161 0.64681
H -0.12086 -1.36354 -1.61229
H 0.93437 5.15475 0.77545
H 2.55512 -1.53033 -0.06018
H 1.59283 -4.19405 1.08176
H -3.21028 5.95602 -0.08090
*
```

Computed properties:
* frontier orbital gap (spin up / spin down): 5.69 / 5.59 eV
* molecular weight: 351.220 g mol⁻¹
* largest force on an atom: 2.66 eV Å⁻¹
* relative energy (zero: lowest compared OMol25 entry of this formula, charge and spin): 0.0 kcal per mole

Atom charges from the natural (NBO) analysis, given in e for atoms 1 to 2: 0.674, 0.274

=====

# C9H9FINO3

A cluster of 2 separate species, C9H9FINO3 in total (ωB97M-V/def2-TZVPD, OMol25).

Structure (ORCA input):
```
! wB97M-V def2-TZVPD RIJCOSX def2/J DEFGRID3
* xyz 0 1
I -3.73052 -1.02023 0.40635
F -4.00724 0.09017 -2.05363
O 2.60268 -2.44958 -0.69449
O -2.30132 1.67393 0.20000
O 3.43614 -0.73389 0.46494
N -4.56325 1.92198 0.24725
C -1.00722 -0.09847 -0.87467
C -0.19599 1.19518 0.96714
C -3.49917 1.13092 0.15860
C 1.15831 -0.67629 0.04012
C -1.18280 0.89943 0.09273
C 2.43699 -1.42885 -0.08749
C 0.12335 -0.90115 -0.81745
C 4.70726 -1.27580 0.18700
C 1.00566 0.40300 0.99666
H 5.53439 -0.79533 0.68662
H 1.85117 0.78213 1.59113
H -1.85579 -0.11396 -1.66844
H 4.63657 -2.27311 0.54231
H -4.34321 2.84301 0.27870
H 0.30119 -1.64207 -1.52042
H -5.59489 1.65363 0.23167
H 4.86172 -1.19737 -0.90416
H -0.37402 2.01270 1.52951
*
```

Computed properties:
* frontier orbital gap: 7.94 eV
* molecular weight: 325.077 g mol⁻¹
* largest force on an atom: 4.39 eV Å⁻¹
* relative energy (zero: lowest compared OMol25 entry of this formula, charge and spin): 4.9 kcal per mole

Atom charges from the natural (NBO) analysis, given in e for atoms 1 to 2: 0.302, -0.871

=====

# C9H9GaNO6

A structure of composition C9H9GaNO6 (ωB97M-V/def2-TZVPD, OMol25).

Structure (ORCA input):
```
! wB97M-V def2-TZVPD RIJCOSX def2/J DEFGRID3
* xyz 3 1
Ga -1.40985 -0.26136 -1.56577
O -3.57818 0.62029 0.47145
O 0.99675 -1.13817 -3.31594
O -3.95829 -0.48147 -4.54105
O -1.85563 -3.22353 -0.72760
O -0.73476 2.70449 -2.12517
O -0.13398 -0.22088 -0.02829
N 1.23814 -0.21018 1.63370
C -3.22401 -0.42025 -3.68244
C 0.08089 -0.81569 -2.68675
C 2.25388 0.40517 2.50899
C -1.70910 -2.12411 -1.06180
C 1.08197 1.86118 0.22388
C -1.00334 1.59758 -1.93636
C 0.81232 -1.59357 1.92747
C -2.79144 0.28805 -0.30939
C 0.75592 0.48071 0.64018
H 0.19952 2.50769 0.29596
H 1.03696 -2.23602 1.07654
H 1.83141 1.30289 2.97656
H 1.84258 2.28104 0.87701
H 3.13207 0.67441 1.90966
H 1.34154 -1.98947 2.80399
H -0.25647 -1.61231 2.13911
H 2.57058 -0.27354 3.29467
H 1.48051 1.87705 -0.79861
*
```

Computed properties:
* frontier orbital gap: 6.77 eV
* molecular weight: 296.895 g mol⁻¹
* largest force on an atom: 9.16 eV Å⁻¹

Atom charges from the natural (NBO) analysis, given in e for atoms 1 to 2: 0.937, -0.165